(1)
A 3-piece molecular cluster, C35H70BCl2IN11O10P3 overall. Source: OMol25; level of theory: ωB97M-V/def2-TZVPD.

Atoms and positions in Å:
1 I 0.031 -1.174 -1.547
2 Cl 3.080 -5.793 6.101
3 Cl -1.660 -0.674 3.102
4 P -4.994 2.730 0.129
5 P 1.829 0.312 -5.965
6 P -1.236 -4.633 2.763
7 O 3.460 -3.582 4.766
8 O 1.121 0.702 4.759
9 O 1.657 0.280 -4.456
10 O -0.053 2.227 -0.008
11 O 4.457 1.168 2.327
12 O 7.133 -3.309 0.262
13 O 0.549 -1.074 1.694
14 O 2.824 -0.804 4.103
15 O -4.478 1.404 -0.403
16 O 5.453 -4.464 1.133
17 N 1.227 -3.626 3.179
18 N -0.806 -5.478 1.506
19 N -5.190 4.294 0.833
20 N -6.421 2.084 0.867
21 N 0.456 1.374 2.176
22 N -1.190 -2.289 7.433
23 N 1.869 -0.027 -7.658
24 N 3.392 1.057 -5.953
25 N 0.532 1.451 -6.237
26 N -5.291 3.418 -1.449
27 N 2.940 2.793 1.813
28 C -0.457 -1.816 2.283
29 C 6.417 -3.484 1.207
30 C -4.888 4.401 2.259
31 C 0.395 -2.339 5.574
32 C 4.461 0.238 -5.386
33 C 2.753 -4.519 4.850
34 C 1.329 0.737 -8.760
35 C 2.745 -1.120 -8.076
36 C -5.809 5.479 0.281
37 C 1.485 -4.780 3.989
38 C 4.178 -3.928 0.708
39 C -1.479 -1.124 -0.008
40 C 3.842 3.553 0.923
41 C 2.879 3.401 3.162
42 C 2.492 0.254 1.411
43 C -7.734 2.680 0.956
44 C -0.530 -2.798 4.636
45 C -6.599 3.336 -2.078
46 C -0.619 1.254 -5.351
47 C 3.356 1.415 1.895
48 C -1.798 -3.036 5.189
49 C -1.320 -2.274 1.037
50 C 3.931 2.029 -6.875
51 C 6.635 -2.661 2.463
52 C 0.209 1.817 1.061
53 C -6.180 1.196 2.001
54 C 0.007 -2.120 6.879
55 C -2.030 -2.770 6.517
56 C -4.286 3.050 -2.450
57 C -0.126 -3.106 3.149
58 C 0.784 2.878 -6.331
59 C -2.826 -1.432 -0.744
60 C 3.080 -4.562 1.614
61 C 2.069 -3.467 1.990
62 C 1.157 0.062 2.244
63 B 1.736 -0.026 3.773
64 H -1.637 -0.148 0.455
65 H 4.780 -0.555 -6.076
66 H 2.631 -2.526 2.103
67 H -2.593 -4.206 2.709
68 H 3.074 -0.649 1.633
69 H -5.380 0.487 1.778
70 H -7.813 3.454 1.735
71 H -4.184 3.624 2.563
72 H 4.266 1.592 -7.829
73 H -4.297 3.768 -3.273
74 H 0.736 -5.026 4.753
75 H 4.755 3.843 1.463
76 H 1.942 1.616 -8.981
77 H 1.837 3.531 3.484
78 H -4.459 2.051 -2.865
79 H 4.079 2.931 0.050
80 H -7.325 3.982 -1.582
81 H 3.640 -0.294 4.194
82 H -2.859 -0.944 -1.719
83 H 2.314 0.227 0.325
84 H 3.618 -5.056 2.426
85 H 0.777 -1.750 7.563
86 H -4.418 5.357 2.499
87 H 1.301 0.133 -9.672
88 H 1.429 -2.162 5.288
89 H -2.350 -2.491 1.331
90 H 3.295 4.422 0.540
91 H 4.205 -2.832 0.798
92 H 3.419 4.354 3.138
93 H 2.311 -1.689 -8.901
94 H -0.459 1.689 -4.359
95 H -5.792 4.300 2.872
96 H -7.063 0.598 2.236
97 H -0.009 -5.038 1.056
98 H 7.062 -1.690 2.190
99 H -2.621 -3.410 4.588
100 H 7.369 -3.125 3.135
101 H 1.355 3.264 -5.475
102 H 3.237 2.836 -7.096
103 H 4.796 2.524 -6.428
104 H -8.073 3.106 0.017
105 H 2.897 -1.826 -7.259
106 H 3.365 2.782 3.930
107 H 1.595 -5.730 3.435
108 H -2.998 -2.515 -0.787
109 H -6.901 5.404 0.286
110 H -3.283 3.065 -2.022
111 H 1.299 3.137 -7.258
112 H -5.550 6.361 0.873
113 H -0.157 3.429 -6.390
114 H -0.835 0.194 -5.220
115 H 4.137 -0.237 -4.459
116 H 1.437 -3.298 1.101
117 H -3.038 -2.974 6.891
118 H -1.510 1.714 -5.787
119 H -8.474 1.912 1.193
120 H -6.986 2.309 -2.114
121 H 0.301 1.046 -8.588
122 H 3.728 -0.751 -8.393
123 H 5.337 0.839 -5.135
124 H -5.895 1.751 2.904
125 H -1.202 -5.499 3.891
126 H -3.638 -1.013 -0.128
127 H 4.049 -4.213 -0.342
128 H 2.582 -5.314 0.985
129 H -0.827 -3.070 0.472
130 H 0.160 0.640 4.666
131 H -5.465 5.696 -0.726
132 H -6.556 3.722 -3.098
133 H 5.723 -2.459 3.041

The HOMO energy is -8.138 eV. The LUMO energy is -0.3 eV. Its total charge is 0. Its SMILES is CC(=O)OCCCN(CC(=O)Cl)[C@@]([PH2]=N)(c1ccncc1)[C@](Cl)(C[C@H](C)I)O[C@@](CC(=O)N(C)C)(N=C=O)B(O)O.CN(C)P(=O)(N(C)C)N(C)C.CN(C)P(=O)(N(C)C)N(C)C.

=====

(2)
One molecule with the formula C6H9N. Source: OMol25; level of theory: ωB97M-V/def2-TZVPD.

Atoms and positions in Å:
1 N 0.117 -1.160 0.642
2 C -0.808 0.279 -0.833
3 C -0.955 -0.933 -0.175
4 C 0.358 0.867 -0.195
5 C 1.875 0.180 1.798
6 C 0.794 0.010 0.794
7 C -1.571 0.671 -2.039
8 H 0.260 -2.108 0.940
9 H -1.832 -1.565 -0.266
10 H -2.529 0.163 -2.192
11 H 1.915 -0.680 2.482
12 H 1.782 1.035 2.463
13 H -0.964 0.587 -2.942
14 H 2.827 0.241 1.254
15 H 0.785 1.857 -0.290
16 H -1.878 1.731 -1.984

The HOMO energy is -7.671 eV. The LUMO energy is 1.0 eV. Its total charge is 0. Its SMILES is Cc1c[nH]c(C)c1.

=====

(3)
C21H30GdN2O2P2 as an isolated structure. Source: OMol25; level of theory: ωB97M-V/def2-TZVPD.

Atoms and positions in Å:
1 Gd 0.276 -0.133 0.937
2 P 0.220 -2.723 0.079
3 P -2.152 0.844 0.227
4 O -1.779 -0.924 3.166
5 O 0.215 0.150 3.190
6 N 0.039 1.097 5.536
7 N 0.528 0.096 -1.521
8 C 0.957 3.482 -3.001
9 C -1.147 1.843 -2.092
10 C 2.698 0.200 -2.573
11 C -2.330 1.040 -1.599
12 C 3.975 -0.407 -2.742
13 C 2.486 1.560 -2.822
14 C 1.782 -2.016 -2.015
15 C 1.611 -0.592 -2.064
16 C 1.217 2.122 -2.674
17 C -1.348 3.180 -2.426
18 C -1.264 -3.675 0.472
19 C -0.947 -0.160 3.700
20 C -0.300 4.022 -2.817
21 C 0.174 1.304 -2.117
22 C 1.563 -3.683 0.856
23 C 3.055 -2.553 -2.182
24 C -1.248 0.585 4.962
25 C -3.651 -0.055 0.667
26 C -2.511 2.549 0.782
27 C 4.167 -1.752 -2.471
28 C 0.639 -2.979 -1.700
29 H -0.256 -2.798 -2.316
30 H -0.141 1.605 6.405
31 H 0.968 -4.023 -1.834
32 H 1.452 -3.580 1.944
33 H 0.682 0.306 5.728
34 H -3.273 1.581 -1.779
35 H 1.790 4.071 -3.389
36 H -3.618 -0.237 1.750
37 H -2.100 -3.373 -0.175
38 H 5.162 -2.206 -2.505
39 H 3.184 -3.630 -2.058
40 H -1.735 3.231 0.401
41 H -1.076 -4.751 0.385
42 H 2.541 -3.288 0.549
43 H -2.355 0.037 -2.047
44 H 3.320 2.166 -3.199
45 H -2.503 2.545 1.882
46 H -1.750 -0.021 5.719
47 H 1.729 2.018 1.601
48 H -0.491 5.077 -3.013
49 H -3.501 2.847 0.405
50 H -2.353 3.584 -2.353
51 H 4.793 0.225 -3.097
52 H -4.526 0.554 0.398
53 H 1.470 -4.735 0.565
54 H -3.676 -1.020 0.141
55 H 2.190 1.686 1.055
56 H -1.522 -3.436 1.513
57 H -1.868 1.446 4.698
58 H 0.536 1.699 4.866

The HOMO energy (alpha / beta) is -7.324 / -7.487 eV. The LUMO energy (alpha / beta) is -3.6 / -3.6 eV. As for the multiplicity: 8. Its total charge is +1.

=====

(4)
One molecule with the formula C7H19NO3Si. Source: OMol25; level of theory: ωB97M-V/def2-TZVPD.

Atoms and positions in Å:
1 Si -0.146 0.024 1.427
2 O -1.664 -0.345 2.008
3 O 0.389 1.409 2.260
4 O 0.815 -1.307 1.667
5 N 0.177 0.250 -3.616
6 C 0.882 0.584 -1.084
7 C -0.465 0.260 -0.417
8 C 0.348 -2.555 1.190
9 C 1.350 -0.504 -4.078
10 C -0.573 2.455 2.415
11 C -1.745 -0.757 3.353
12 C 0.521 1.196 -2.535
13 H 0.764 -2.693 0.150
14 H 1.475 1.535 -2.874
15 H -1.537 2.043 2.001
16 H -1.455 -1.810 3.415
17 H -2.729 -0.507 3.651
18 H 2.091 0.171 -4.544
19 H 0.748 -3.293 1.885
20 H -1.270 0.849 -0.916
21 H -0.689 -0.789 -0.625
22 H 1.842 -0.919 -3.156
23 H 1.543 -0.340 -1.124
24 H 1.487 1.205 -0.433
25 H 1.214 -1.447 -4.610
26 H -0.677 2.672 3.496
27 H -0.982 -0.106 3.857
28 H -0.041 2.081 -2.463
29 H -0.770 -2.403 1.128
30 H -0.688 -0.264 -3.321
31 H -0.215 3.305 1.895

The HOMO energy is -8.584 eV. The LUMO energy is 0.9 eV. Its total charge is 0. Its SMILES is CNCCC[Si](OC)(OC)OC.

=====

What did the second record say?
One molecule with the formula C6H9N. Source: OMol25; level of theory: ωB97M-V/def2-TZVPD.

Atoms and positions in Å:
1 N 0.117 -1.160 0.642
2 C -0.808 0.279 -0.833
3 C -0.955 -0.933 -0.175
4 C 0.358 0.867 -0.195
5 C 1.875 0.180 1.798
6 C 0.794 0.010 0.794
7 C -1.571 0.671 -2.039
8 H 0.260 -2.108 0.940
9 H -1.832 -1.565 -0.266
10 H -2.529 0.163 -2.192
11 H 1.915 -0.680 2.482
12 H 1.782 1.035 2.463
13 H -0.964 0.587 -2.942
14 H 2.827 0.241 1.254
15 H 0.785 1.857 -0.290
16 H -1.878 1.731 -1.984

The HOMO energy is -7.671 eV. The LUMO energy is 1.0 eV. Its total charge is 0. Its SMILES is Cc1c[nH]c(C)c1.

=====

> What is the formula in the second record?

C6H9N